57
Properties=species:S:1:pos:R:3 method="wB97M-V/def2-TZVPD" total_energy_ha=-1143.62752 smiles="BCCCCCCOC(=O)C=C.CCOC(C)=O.CCOC(C)=O" gap_ev=8.09 largest_force_ha_per_bohr=0.0967
B -4.74566 -3.19883 -1.59724
C -4.29296 -3.18179 -0.01605
C -2.97933 -2.25207 0.10733
C -1.60290 -3.05551 0.00213
C -0.27836 -2.10983 0.08981
C -0.61965 -0.55051 0.17671
C 0.69418 0.39587 0.05230
O 0.19857 1.72738 -0.25548
C 0.91449 2.33850 -1.30521
O 1.36978 3.49878 -1.10454
C 1.15704 1.72054 -2.74010
C 0.19671 0.96307 -3.47931
H -4.02191 -3.67495 -2.39996
H -5.76543 -2.68729 -1.94025
H -4.15414 -4.23959 0.37867
H -5.13448 -2.61650 0.52994
H -3.09286 -1.44125 -0.70438
H -2.96776 -1.69386 1.11403
H -1.53890 -3.81229 0.84750
H -1.54684 -3.63226 -0.98651
H 0.41093 -2.34020 -0.79602
H 0.31590 -2.40474 1.03044
H -1.32461 -0.21086 -0.66604
H -1.06015 -0.35513 1.20660
H 1.27617 0.36245 1.04700
H 1.39845 -0.04030 -0.73055
H 2.19681 1.90096 -3.19402
H -0.84058 1.34159 -3.76202
H 0.49364 -0.10164 -3.76856
C 3.16305 -5.12642 4.25875
C 2.17720 -6.02820 3.54397
O 1.48712 -5.31770 2.50578
C 1.96343 -5.14569 1.25884
C 3.40791 -5.45725 0.97904
O 1.25417 -4.67801 0.39994
H 3.93823 -4.76085 3.58267
H 3.64479 -5.65874 5.08132
H 2.65264 -4.24683 4.65873
H 2.64276 -6.93630 3.15356
H 1.41128 -6.35453 4.25103
H 3.99462 -4.54202 1.06269
H 3.48392 -5.84357 -0.03922
H 3.82920 -6.22241 1.62834
C 0.38620 6.30949 0.06606
C -1.00162 6.85696 -0.19572
O -1.00470 8.29277 -0.17295
C -0.69240 9.06729 -1.22743
C -0.03330 8.43879 -2.42454
O -0.87450 10.26075 -1.17774
H 1.09393 6.62007 -0.70465
H 0.36969 5.21937 0.09989
H 0.77030 6.68644 1.01757
H -1.43469 6.47999 -1.12555
H -1.67058 6.53808 0.60689
H 1.04775 8.54987 -2.33779
H -0.37973 8.96001 -3.31920
H -0.28281 7.38893 -2.56651

11
Properties=species:S:1:pos:R:3 method="wB97M-V/def2-TZVPD" e_above_lowest_kcal_mol=35.8 total_energy_ha=-268.34821 smiles=O[C@H]1CCO1 gap_ev=11.12 largest_force_ha_per_bohr=0.0075
O 1.08908 1.67342 0.12731
C 0.45310 0.63974 -0.53905
C 0.45353 -0.75925 0.10690
C -1.06781 -0.58348 0.14887
O -0.97078 0.72347 -0.44549
H 0.62342 1.78840 0.96805
H 0.80864 0.69527 -1.57339
H 0.82107 -1.56694 -0.53006
H 0.96152 -0.79320 1.07392
H -1.64172 -1.27176 -0.47973
H -1.53004 -0.54567 1.14266

18
Properties=species:S:1:pos:R:3 method="wB97M-V/def2-TZVPD" charge=+1 e_above_lowest_kcal_mol=0.0 total_energy_ha=-660.74320 gap_ev=7.20 largest_force_ha_per_bohr=0.0460
C 1.76619 -0.21766 -2.20304
C 0.51619 0.19611 -2.65590
C -0.69889 -0.41175 -2.15991
C -0.68986 -1.75731 -1.60709
C 0.19833 -2.14680 -0.62928
Hf 0.70839 -0.14055 -0.42048
P -0.78599 2.01424 0.17203
H 2.73743 -0.07847 -2.65237
H 0.38753 1.01031 -3.37842
H -1.64795 0.06442 -2.42440
H 0.26476 -3.06009 -0.04578
H -1.49906 -2.40301 -1.97950
H -2.14970 1.79266 0.56539
H -1.02188 2.99364 -0.85766
H -0.43201 2.91432 1.23120
O 2.47766 -0.53933 0.83714
H 2.50474 -1.13414 1.61326
H 3.40161 -0.31279 0.61163

13
Properties=species:S:1:pos:R:3 method="wB97M-V/def2-TZVPD" charge=+1 e_above_lowest_kcal_mol=87.0 total_energy_ha=-265.76987 smiles="C=C(C)[NH+]=C=N" gap_ev=9.29 largest_force_ha_per_bohr=0.0901
C -0.06074 1.30191 -0.06430
C -0.47018 0.03481 -0.09774
C -1.83591 -0.57234 -0.01035
N 0.56396 -1.01527 -0.04799
C 1.73421 -0.58594 -0.00777
N 2.53152 0.26902 -0.06444
H -0.76875 2.10764 0.03424
H 0.97596 1.58624 -0.04354
H -1.94968 -0.54518 1.01889
H -1.69803 -1.55653 -0.42298
H -2.40479 0.02655 -0.55820
H 0.36896 -1.99886 -0.22446
H 3.01349 0.94794 0.48865

It is found that the HOMO values, taken in the order of the records, are -9.0, -10.1, -11.2, -14.4 eV.